Entry 1:
A molecular structure, C4H6BiFO4 at a distorted geometry. Source: the Open Molecules 2025 dataset; level of theory: ωB97M-V with the def2-TZVPD basis set.

Each line ends with the Löwdin charge.
Cartesian coordinates (Å):
C 0.4465 1.2236 -2.4535  0.000
O -0.2878 1.4890 -1.2918  0.103
H -0.0422 0.4636 -3.0938  0.167
H 0.5472 2.1548 -3.0407  0.142
H 1.4615 0.8505 -2.2181  0.141
C -0.0997 -1.3347 2.0518  -0.751
O -0.7389 -0.2122 2.1510  -0.246
C -0.1722 0.5748 0.1993  -0.075
C -0.2339 -0.8910 -0.2080  -0.002
O 0.3045 -1.6941 0.8702  0.151
O 0.3917 -1.8089 3.1004  -0.130
F 1.1062 0.9375 0.5736  0.132
H -1.0512 1.1212 0.5516  0.175
H -1.2696 -1.1911 -0.3925  0.174
H 0.4014 -1.1104 -1.0705  0.161
Bi -0.7636 -0.5725 4.2708  1.860

Values from the calculation:
Highest occupied orbital energy (spin up / spin down), eV: -20.71 / -16.83
ΔE to the lowest compared entry with this formula, charge and spin, kcal per mole: 0.0
Charge: +2
E_tot, hartree: -770.615187
Multiplicity: 1
HOMO-LUMO gap (spin up / spin down), eV: 10.98 / 5.02



Entry 2:
9 unconnected molecules or ions with the total composition C29H73N7O9 at a distorted geometry. Source: the Open Molecules 2025 dataset; level of theory: ωB97M-V with the def2-TZVPD basis set.

Each line ends with the Löwdin charge.
Cartesian coordinates (Å):
C 21.3092 12.3885 10.4552  -0.662
O 20.7376 12.3546 9.3718  0.030
N 21.0688 11.5049 11.4629  0.157
N 22.3291 13.2516 10.7871  0.140
H 21.3780 11.6367 12.4074  0.054
H 20.3143 10.8642 11.2979  0.101
H 22.8300 13.7241 10.0622  0.107
H 22.6666 13.0021 11.7241  0.030
C 24.3574 13.1569 13.6238  -0.611
O 23.1446 12.9544 13.4626  -0.029
N 25.3039 12.7650 12.7304  0.182
N 24.7861 14.0182 14.5940  0.181
H 24.9964 12.2167 11.9472  0.112
H 26.1760 13.2552 12.7694  0.106
H 24.0644 14.4399 15.1548  0.087
H 25.7104 13.9287 14.9778  0.107
C 22.2632 8.3678 17.5786  -0.048
C 21.3562 8.0983 16.3913  -0.505
C 20.8902 9.4858 15.8994  -0.121
C 20.4432 9.6409 14.4612  -0.165
C 21.4784 8.9300 13.5764  -0.152
C 21.6757 7.4471 13.9184  -0.510
N 22.1242 7.4176 15.3300  -0.106
O 22.5939 6.1484 15.6956  -0.014
C 20.3739 6.6776 13.6652  -0.033
C 22.7783 6.9053 13.0172  -0.036
C 20.1812 7.2632 16.8910  -0.030
H 22.3782 7.4072 18.0905  0.084
H 21.8153 9.0255 18.3222  0.074
H 23.2352 8.7376 17.2568  0.092
H 20.0071 9.7438 16.4978  0.121
H 21.6084 10.2714 16.1401  0.108
H 20.5531 10.6832 14.1493  0.083
H 19.4282 9.3281 14.2170  0.114
H 22.4253 9.4719 13.6463  0.122
H 21.1750 9.0262 12.5297  0.105
H 19.4670 7.0546 14.1342  0.060
H 20.1417 6.6833 12.5958  0.089
H 20.4246 5.6192 13.9390  0.086
H 22.4517 6.9203 11.9759  0.087
H 23.6819 7.5022 13.1487  0.088
H 23.0794 5.8716 13.1927  0.080
H 20.4783 6.3475 17.3978  0.084
H 19.4508 7.0332 16.1148  0.068
H 19.5768 7.9121 17.5317  0.090
H 21.8166 5.5631 15.7823  0.094
C 15.3328 17.5527 16.5480  -0.014
C 15.8019 17.2485 17.9815  -0.509
C 14.6428 16.5892 18.7731  -0.153
C 14.2733 15.1830 18.3801  -0.178
C 15.5324 14.3291 18.4658  -0.154
C 16.7477 14.8310 17.6905  -0.504
N 16.9008 16.2520 17.9459  -0.111
O 18.0643 16.7986 17.3326  -0.021
C 17.9519 14.0735 18.3192  -0.032
C 16.6517 14.3767 16.2307  -0.024
C 16.3202 18.4523 18.7669  -0.033
H 16.1304 18.1611 16.1201  0.082
H 14.4073 18.1303 16.5932  0.084
H 15.1401 16.6241 16.0235  0.065
H 14.8753 16.7874 19.8236  0.119
H 13.7517 17.2076 18.6038  0.117
H 13.6991 15.1067 17.4523  0.115
H 13.5127 14.8437 19.0924  0.112
H 15.3836 13.2746 18.2196  0.119
H 15.7359 14.2632 19.5405  0.117
H 18.8187 14.6162 17.9314  0.068
H 17.9839 14.1264 19.4065  0.080
H 18.0061 13.0449 17.9693  0.084
H 17.5116 13.8585 15.7854  0.068
H 15.9253 13.5655 16.1200  0.083
H 16.4642 15.1136 15.4492  0.075
H 16.9317 18.1211 19.6054  0.087
H 15.4698 19.0615 19.0706  0.088
H 17.0017 19.0224 18.1328  0.077
H 18.6194 16.9809 18.0983  0.099
C 25.4914 15.1251 18.8827  -0.029
C 24.2313 14.3024 19.1851  -0.502
C 23.5108 14.1003 17.8627  -0.150
C 22.3141 13.1497 17.9963  -0.154
C 22.7224 11.7597 18.5166  -0.128
C 23.6646 11.8635 19.7543  -0.486
N 24.6488 12.9596 19.6338  -0.094
O 25.4734 13.0080 20.7788  -0.023
C 22.7086 11.9879 20.9658  -0.025
C 24.4475 10.5454 19.8374  -0.031
C 23.3992 15.0595 20.2592  -0.010
H 25.9106 14.7286 17.9575  0.074
H 26.2489 14.9622 19.6529  0.080
H 25.3496 16.2037 18.8598  0.083
H 23.3350 15.0222 17.3022  0.116
H 24.1965 13.5940 17.1688  0.096
H 21.7976 13.1116 17.0335  0.096
H 21.5980 13.6237 18.6722  0.099
H 23.2121 11.0856 17.8142  0.096
H 21.7288 11.3635 18.7331  0.113
H 21.9543 12.7549 20.8395  0.067
H 22.2105 11.0573 21.2396  0.091
H 23.3206 12.2010 21.8518  0.076
H 24.9775 10.4582 20.7869  0.081
H 23.7241 9.7272 19.8379  0.075
H 25.1470 10.4505 19.0104  0.091
H 23.8730 14.9464 21.2352  0.081
H 22.3895 14.6830 20.3864  0.056
H 23.3775 16.1121 19.9819  0.084
H 24.8579 13.1191 21.5232  0.072
O 18.5263 13.1180 12.2735  -0.060
H 18.9319 13.4924 13.0701  -0.002
H 18.4213 12.1809 12.4610  0.019
O 21.4002 16.2857 15.3695  -0.076
H 20.7435 16.9896 15.3814  0.048
H 21.6940 16.2297 14.4359  0.007
O 21.8079 15.6220 12.6402  -0.048
H 22.5833 16.0693 12.2818  0.058
H 21.9957 14.6799 12.5257  0.001
O 20.2703 13.6959 14.7168  -0.063
H 20.6400 14.3894 15.2834  0.007
H 21.0315 13.1563 14.4643  0.004

Values from the calculation:
Highest occupied orbital energy, eV: -8.16
SMILES: CC1(C)CCCC(C)(C)N1O.CC1(C)CCCC(C)(C)N1O.CC1(C)CCCC(C)(C)N1O.NC(N)=O.NC(N)=O.O.O.O.O
Charge: 0
E_tot, hartree: -2209.130411
Multiplicity: 1
HOMO-LUMO gap, eV: 8.21



Entry 3:
3 unconnected molecules or ions with the total composition C5H10OS at a distorted geometry. Source: the Open Molecules 2025 dataset; level of theory: ωB97M-V with the def2-TZVPD basis set.

Each line ends with the Löwdin charge.
Cartesian coordinates (Å):
O 0.5613 -1.3605 -1.2371  0.104
C -0.5112 -1.4201 -1.5869  -0.005
C -1.0350 -0.7894 1.1958  -0.119
C 0.4142 -0.7384 1.6667  -0.255
C 0.8680 0.2083 2.4851  -0.024
S 0.3355 2.2525 -0.6723  0.514
C 0.3423 1.4032 -2.1891  -0.680
H -0.8106 -0.4243 -2.2584  0.084
H -1.6150 -0.8174 2.0876  0.069
H -1.2268 -1.6727 0.6079  0.035
H -1.1125 0.0995 0.5524  0.040
H 1.0870 -1.4263 1.1871  0.074
H 0.2616 1.1036 2.5543  0.053
H 1.7003 0.0746 3.1616  0.052
H 1.1745 0.7168 -2.2351  0.013
H -0.6284 0.7559 -2.2472  0.005
H 0.1947 2.0346 -3.0722  0.039

Values from the calculation:
Highest occupied orbital energy, eV: -8.12
ΔE to the lowest compared entry with this formula, charge and spin, kcal per mole: 152.8
Charge: 0
E_tot, hartree: -669.692981
Multiplicity: 1
HOMO-LUMO gap, eV: 5.55